# 1
{
  "formula": "C38H32BrCeN7OP",
  "method": "ωB97M-V with the def2-TZVPD basis set",
  "species": ["Ce", "N", "C", "C", "C", "C", "C", "C", "C", "C", "N", "C", "H", "H", "H", "H", "H", "H", "H", "H", "Br", "C", "C", "C", "C", "C", "C", "C", "C", "C", "C", "H", "H", "H", "H", "H", "H", "O", "P", "C", "C", "C", "C", "C", "C", "C", "C", "C", "C", "C", "C", "C", "C", "C", "C", "C", "C", "H", "H", "H", "H", "H", "H", "H", "H", "H", "H", "H", "H", "H", "H", "H", "N", "N", "N", "C", "N", "N", "H", "H", "H"],
  "positions_angstrom": [[9.330, 9.501, 12.282], [7.005, 8.688, 13.365], [6.615, 9.362, 14.569], [5.316, 9.666, 14.840], [4.967, 10.173, 16.095], [5.973, 10.517, 17.001], [7.330, 10.504, 16.635], [8.342, 10.983, 17.476], [9.671, 10.835, 17.109], [9.948, 10.252, 15.886], [9.019, 9.822, 14.981], [7.682, 9.842, 15.434], [6.289, 8.647, 12.629], [7.327, 7.732, 13.608], [4.519, 9.490, 14.077], [3.918, 10.187, 16.461], [5.662, 10.917, 17.977], [7.961, 11.422, 18.368], [10.424, 11.118, 17.832], [10.994, 10.121, 15.604], [9.334, 6.498, 11.671], [9.464, 7.189, 9.808], [9.912, 6.264, 8.874], [10.267, 6.668, 7.553], [9.787, 7.868, 7.092], [9.016, 8.686, 7.980], [8.083, 9.617, 7.432], [7.182, 10.292, 8.245], [7.268, 10.141, 9.639], [8.266, 9.403, 10.193], [8.938, 8.435, 9.399], [10.203, 5.276, 9.250], [10.806, 6.006, 6.896], [9.980, 8.162, 6.059], [8.154, 9.799, 6.383], [6.481, 10.975, 7.799], [6.533, 10.667, 10.249], [9.684, 11.621, 12.442], [10.027, 13.135, 12.509], [8.477, 14.004, 12.700], [7.554, 13.891, 11.653], [6.283, 14.442, 11.697], [5.911, 15.141, 12.833], [6.739, 15.136, 13.968], [7.990, 14.547, 13.919], [11.212, 13.547, 13.756], [12.145, 12.548, 14.133], [13.005, 12.822, 15.255], [13.088, 14.097, 15.775], [12.279, 15.128, 15.249], [11.325, 14.856, 14.351], [10.559, 13.643, 10.899], [10.708, 15.032, 10.542], [10.894, 15.402, 9.189], [11.066, 14.429, 8.232], [11.028, 13.086, 8.603], [10.748, 12.695, 9.882], [7.862, 13.399, 10.734], [5.572, 14.231, 10.864], [4.978, 15.821, 12.844], [6.450, 15.433, 14.993], [8.670, 14.694, 14.754], [12.122, 11.566, 13.669], [13.504, 11.884, 15.585], [13.875, 14.354, 16.474], [12.407, 16.149, 15.513], [10.662, 15.645, 14.021], [10.554, 15.760, 11.280], [10.979, 16.426, 8.949], [11.342, 14.763, 7.189], [11.097, 12.313, 7.836], [10.545, 11.537, 9.992], [12.883, 8.512, 9.646], [12.742, 8.967, 11.019], [13.764, 9.251, 11.899], [13.026, 9.429, 13.018], [11.687, 9.342, 12.905], [11.520, 9.029, 11.538], [13.830, 8.075, 9.570], [12.087, 7.921, 9.449], [13.559, 9.676, 13.900]],
  "forces_ev_per_angstrom": [[-2.2422, 0.7966, 0.9918], [1.3023, -0.4207, -0.6935], [1.0511, 1.0073, 0.2986], [-0.8601, -0.4563, -0.7728], [0.3193, 0.2506, 2.0162], [-1.8871, 0.5873, -0.3289], [0.0197, -1.1404, -0.4766], [0.2933, -0.3945, -0.9153], [-1.3396, 0.1587, 1.1364], [-0.3576, -0.6131, -1.7223], [-0.3976, -0.1414, 1.4150], [0.4505, 0.4271, -1.4374], [0.1077, -0.1945, 0.6675], [-0.6530, 0.5051, -0.3581], [0.7315, -0.1745, 0.7705], [0.8438, 0.2210, -0.6635], [0.3277, -0.2776, -0.4249], [0.4478, 0.4032, 0.8183], [0.3099, 0.0187, -0.3622], [-0.3185, 0.1000, -0.1491], [-0.1714, 0.5578, -0.9407], [0.0053, -1.0746, -0.5068], [1.4637, 0.2124, 0.9896], [-0.8997, 0.2171, 0.4500], [0.1567, -0.1209, 0.6840], [-0.8396, -0.1014, -0.4178], [0.4656, 0.5876, 1.4370], [0.7977, -0.6125, -0.8345], [-0.4612, 1.0586, -0.1280], [-0.1958, -1.2981, 1.3593], [0.7164, 0.1678, -0.7398], [-0.1768, 0.2879, -0.3751], [-0.0045, -0.2292, 0.0147], [-0.3147, 0.0581, 0.2962], [-0.2788, 0.1082, -0.6075], [-0.3225, 0.0183, -0.0033], [0.3476, 0.1677, 0.0188], [0.3635, -0.8860, 0.0639], [-0.9239, 1.6550, -0.4954], [-1.0744, -0.0337, 1.1901], [0.4718, -0.2336, -0.5955], [-0.3535, -0.4659, -0.3213], [-1.5255, 1.7000, 0.7828], [-0.0600, -0.5809, 0.6324], [1.0667, 0.2938, -0.9771], [1.2266, -0.2095, 0.9788], [-0.7156, 1.6366, 1.4672], [-0.9241, -1.8147, -1.7548], [0.4491, 0.3294, -0.4428], [1.3384, -0.7551, 0.9481], [-1.7022, -1.5812, -2.2182], [0.7920, 0.8090, -1.4739], [-0.5001, -2.3046, -1.2505], [0.1798, -1.0184, 2.0175], [0.9078, 0.1978, -1.2129], [-0.2240, -0.0282, -1.5056], [-0.8555, -2.1722, 0.7304], [0.0015, -0.0324, 0.0021], [0.7359, 0.6702, 0.6931], [1.3678, -1.6463, 0.0382], [-0.2660, 0.5285, -1.0665], [-0.2378, -0.4222, 0.0921], [-0.0438, 0.3920, 0.2141], [0.2934, 1.4018, 0.2402], [-0.2599, -0.1442, 0.2752], [0.2200, 0.5775, 0.6366], [-0.0173, 0.0026, -0.0565], [-0.0683, 1.0292, 0.8677], [-0.0297, 0.9604, -0.2544], [-0.6040, -0.6889, 1.2227], [0.2097, 0.2821, 0.1559], [0.5420, 2.4365, 0.2501], [1.3036, 1.3112, 2.3925], [-0.5793, -0.7161, -0.1211], [-3.6230, -0.9583, -1.0746], [0.2325, 0.2052, -0.5918], [2.0780, -0.7306, -3.0264], [3.4303, 0.2756, 1.2120], [-1.1257, 0.3325, 0.0275], [-0.0133, -0.3829, -0.0265], [0.0800, 0.1118, 0.8288]],
  "charge": 3,
  "homo_lumo_gap_ev": [5.9, 5.9]
}

# 2
{
  "formula": "C38H32ClIN5NiO3",
  "method": "ωB97M-V with the def2-TZVPD basis set",
  "species": ["Ni", "C", "C", "C", "C", "C", "C", "C", "C", "N", "C", "O", "C", "C", "C", "C", "C", "N", "C", "O", "N", "C", "C", "C", "C", "C", "C", "C", "C", "H", "H", "H", "H", "H", "H", "H", "H", "H", "H", "H", "H", "H", "H", "H", "H", "H", "H", "H", "H", "H", "Cl", "C", "C", "C", "I", "C", "O", "C", "N", "C", "C", "C", "C", "H", "H", "H", "H", "C", "C", "C", "C", "N", "C", "C", "H", "H", "H", "H", "H", "H", "H"],
  "positions_angstrom": [[-0.008, -0.179, 0.152], [0.523, -1.258, -3.296], [1.598, -0.221, -3.137], [2.776, -0.320, -3.869], [3.757, 0.650, -3.769], [3.562, 1.728, -2.917], [2.405, 1.851, -2.162], [2.264, 2.967, -1.171], [1.408, 0.869, -2.280], [0.265, 0.938, -1.457], [-0.575, 1.974, -1.581], [-0.676, 2.801, -2.486], [-1.453, 2.089, -0.354], [-2.480, 2.996, -0.159], [-3.139, 2.987, 1.064], [-2.768, 2.082, 2.053], [-1.739, 1.200, 1.775], [-1.109, 1.246, 0.607], [-1.226, 0.099, 2.678], [-1.634, -0.007, 3.835], [-0.322, -0.644, 2.028], [0.412, -1.602, 2.772], [-0.033, -2.925, 2.855], [-1.404, -3.305, 2.372], [0.792, -3.879, 3.439], [2.022, -3.523, 3.967], [2.410, -2.192, 3.962], [1.609, -1.213, 3.387], [1.993, 0.236, 3.459], [0.934, -2.187, -3.696], [-0.259, -0.903, -3.974], [0.053, -1.467, -2.341], [2.915, -1.170, -4.529], [4.676, 0.561, -4.335], [4.339, 2.476, -2.805], [3.201, 3.517, -1.085], [2.018, 2.550, -0.192], [1.473, 3.661, -1.463], [-2.724, 3.677, -0.963], [-3.951, 3.681, 1.245], [-3.251, 2.025, 3.019], [-1.749, -2.634, 1.586], [-2.122, -3.229, 3.194], [-1.422, -4.331, 1.998], [0.461, -4.911, 3.478], [2.671, -4.278, 4.394], [3.353, -1.899, 4.410], [2.988, 0.347, 3.890], [1.280, 0.774, 4.091], [1.989, 0.695, 2.471], [5.307, -4.729, -0.120], [4.392, -3.246, 0.006], [5.050, -2.063, 0.229], [4.355, -0.866, 0.355], [5.379, 0.901, 0.772], [2.952, -0.780, 0.260], [2.272, 0.259, 0.406], [2.281, -2.047, -0.028], [0.934, -1.990, -0.159], [0.258, -3.107, -0.324], [0.867, -4.365, -0.385], [2.228, -4.450, -0.288], [2.986, -3.275, -0.113], [6.129, -2.066, 0.314], [-0.813, -3.018, -0.414], [0.251, -5.247, -0.496], [2.735, -5.405, -0.328], [-5.723, -4.117, -0.742], [-4.644, -3.078, -0.828], [-3.688, -3.091, -1.836], [-2.677, -2.140, -1.833], [-2.555, -1.194, -0.906], [-3.503, -1.152, 0.028], [-4.546, -2.060, 0.113], [-5.647, -4.835, -1.558], [-6.712, -3.657, -0.780], [-5.653, -4.662, 0.200], [-3.714, -3.843, -2.615], [-1.923, -2.149, -2.612], [-3.424, -0.354, 0.758], [-5.265, -1.975, 0.919]],
  "forces_ev_per_angstrom": [[0.8856, 0.3340, 0.7427], [-0.0234, 0.0298, -0.0769], [-0.0705, 0.1032, 0.0230], [0.0034, 0.0057, -0.0152], [-0.0005, -0.0006, 0.0015], [0.0415, -0.0166, -0.0224], [0.0135, -0.0901, 0.0480], [-0.0840, 0.0809, -0.0026], [0.1131, -0.0923, -0.2299], [-0.4143, -0.3593, 0.1173], [0.0007, -0.1990, -0.0660], [0.0163, 0.1178, -0.0028], [0.1050, 0.1115, -0.1102], [0.0664, 0.0034, -0.0063], [0.0109, -0.0219, -0.0035], [0.0695, -0.0135, 0.0127], [0.0297, -0.0424, 0.1320], [-0.3819, -0.4076, -0.2264], [0.0970, -0.0079, -0.0919], [-0.0385, 0.0513, 0.0369], [-0.3543, 0.1742, -0.1541], [-0.0098, -0.1997, 0.0742], [0.0455, 0.0821, -0.0369], [-0.0371, -0.0046, 0.0093], [0.0140, -0.0210, 0.0158], [0.0071, -0.0104, 0.0049], [0.0027, -0.0154, 0.0347], [-0.0129, -0.0403, -0.0503], [-0.0164, 0.0570, -0.0044], [-0.0026, 0.0100, -0.0179], [0.0049, 0.0078, -0.0057], [-0.0437, 0.0206, -0.0034], [0.0130, -0.0091, 0.0138], [-0.0015, 0.0003, 0.0010], [0.0067, -0.0030, -0.0003], [0.0041, 0.0086, -0.0006], [0.0156, 0.0103, -0.0086], [0.0195, -0.0043, -0.0165], [-0.0200, 0.0068, 0.0154], [0.0079, 0.0125, 0.0074], [-0.0126, 0.0185, -0.0072], [-0.0026, 0.0019, -0.0088], [-0.0038, 0.0032, -0.0053], [-0.0052, -0.0069, 0.0064], [0.0079, -0.0057, -0.0088], [-0.0063, 0.0020, 0.0133], [0.0078, -0.0034, -0.0133], [0.0060, 0.0060, 0.0066], [-0.0024, 0.0038, 0.0106], [0.0140, -0.0189, 0.0488], [0.0409, -0.0580, -0.0017], [0.0397, 0.0940, 0.0270], [0.0302, -0.1212, -0.0335], [-0.0259, 0.0750, 0.0400], [-0.0160, -0.0255, -0.0251], [-0.1118, 0.0418, -0.0843], [0.2359, 0.1025, 0.1071], [0.1527, -0.1293, 0.0522], [-0.0385, 0.2560, -0.0383], [-0.0748, 0.0442, -0.1185], [0.0934, 0.0044, 0.0056], [-0.0849, 0.0224, -0.0027], [-0.0433, 0.0745, 0.0059], [0.0005, -0.0162, 0.0143], [-0.0123, 0.0278, 0.0103], [0.0029, -0.0055, -0.0229], [-0.0022, -0.0061, -0.0103], [-0.0434, -0.0043, -0.0201], [0.0655, 0.0297, 0.0133], [0.0133, -0.0204, 0.0321], [-0.0615, -0.0084, -0.0386], [-0.2601, 0.0113, -0.2039], [0.0032, -0.0095, 0.0728], [0.0001, 0.0082, -0.0260], [-0.0067, -0.0006, -0.0028], [-0.0022, 0.0001, -0.0012], [-0.0009, -0.0049, -0.0019], [-0.0047, -0.0114, 0.0027], [0.0015, 0.0000, 0.0184], [0.0275, -0.0317, 0.0411], [-0.0030, -0.0079, 0.0089]],
  "charge": -1,
  "e_above_lowest_kj_mol": 33.4,
  "homo_lumo_gap_ev": 6.5
}

# 3
{
  "formula": "C38H33BF2NO6P2RhS2",
  "method": "ωB97M-V with the def2-TZVPD basis set",
  "species": ["Rh", "C", "N", "C", "P", "C", "C", "C", "C", "C", "C", "C", "C", "C", "C", "C", "C", "C", "C", "C", "C", "C", "C", "P", "C", "C", "C", "C", "C", "C", "C", "C", "C", "C", "C", "C", "H", "H", "H", "H", "H", "H", "H", "H", "H", "H", "H", "H", "H", "H", "H", "H", "H", "H", "H", "H", "H", "H", "H", "H", "H", "H", "H", "H", "H", "O", "S", "O", "O", "C", "C", "C", "C", "C", "C", "S", "O", "O", "O", "H", "H", "H", "H", "F", "B", "F"],
  "positions_angstrom": [[0.208, 0.444, -0.296], [-2.137, -1.736, 1.200], [-1.070, -1.763, 2.176], [-0.761, -0.540, 2.881], [0.503, 0.583, 2.078], [2.184, 0.082, 2.550], [2.778, -0.989, 1.883], [4.090, -1.338, 2.151], [4.829, -0.611, 3.073], [4.255, 0.471, 3.722], [2.938, 0.822, 3.459], [0.185, 2.149, 2.921], [0.198, 3.331, 2.185], [-0.057, 4.542, 2.815], [-0.325, 4.577, 4.175], [-0.331, 3.401, 4.916], [-0.074, 2.191, 4.293], [-0.112, -2.789, 2.124], [0.063, -3.564, 0.978], [1.022, -4.569, 0.945], [1.821, -4.823, 2.047], [1.636, -4.064, 3.197], [0.685, -3.063, 3.241], [-1.792, -0.900, -0.435], [-3.052, 0.371, -0.698], [-4.063, 0.657, 0.175], [-5.080, 1.577, -0.148], [-5.142, 2.115, -1.453], [-4.142, 1.886, -2.339], [-2.880, 1.195, -1.953], [-2.179, -2.164, -1.677], [-3.508, -2.486, -1.943], [-3.807, -3.502, -2.838], [-2.783, -4.195, -3.470], [-1.459, -3.867, -3.216], [-1.155, -2.849, -2.324], [-2.996, -1.243, 1.655], [-2.444, -2.759, 0.986], [-0.479, -0.739, 3.915], [-1.664, 0.075, 2.916], [2.231, -1.545, 1.132], [4.538, -2.169, 1.621], [5.860, -0.876, 3.271], [4.833, 1.055, 4.425], [2.510, 1.682, 3.955], [0.408, 3.306, 1.124], [-0.049, 5.456, 2.237], [-0.526, 5.522, 4.662], [-0.532, 3.428, 5.979], [-0.064, 1.282, 4.883], [-0.539, -3.393, 0.096], [1.143, -5.148, 0.039], [2.571, -5.601, 2.015], [2.244, -4.251, 4.073], [0.569, -2.488, 4.149], [-4.142, 0.150, 1.128], [-5.857, 1.789, 0.572], [-6.003, 2.701, -1.748], [-4.200, 2.292, -3.340], [-2.546, 0.568, -2.788], [-4.306, -1.931, -1.464], [-4.840, -3.748, -3.047], [-3.019, -4.984, -4.172], [-0.661, -4.393, -3.724], [-0.123, -2.567, -2.153], [-0.769, 1.201, -4.757], [-0.011, 1.150, -3.547], [-0.431, 2.243, -2.580], [0.012, -0.116, -2.843], [1.673, 1.600, -3.921], [1.872, 1.924, -5.254], [3.135, 2.252, -5.731], [4.206, 2.257, -4.866], [4.019, 1.933, -3.529], [2.768, 1.599, -3.031], [2.767, 1.238, -1.265], [1.786, 2.153, -0.655], [4.118, 1.393, -0.827], [2.215, -0.137, -1.100], [1.021, 1.916, -5.918], [3.267, 2.501, -6.776], [5.197, 2.512, -5.220], [4.854, 1.934, -2.844], [-2.176, 3.661, -1.995], [-1.723, 2.400, -1.744], [-1.204, 2.334, -0.393]],
  "forces_ev_per_angstrom": [[0.3010, -0.1663, -0.4225], [-0.0513, -0.0209, 0.1142], [0.0254, 0.0161, -0.0969], [-0.0541, 0.0570, 0.0930], [0.0079, -0.0718, 0.1267], [0.0000, 0.0808, 0.0219], [-0.0062, -0.0249, -0.0366], [-0.0011, 0.0069, 0.0125], [0.0072, -0.0226, -0.0121], [-0.0355, 0.0039, 0.0041], [0.0241, -0.0451, 0.0627], [0.0224, 0.0342, 0.0123], [0.0139, 0.0201, 0.0026], [0.0129, -0.0186, 0.0089], [0.0025, 0.0001, 0.0050], [0.0076, 0.0010, 0.0001], [-0.0363, 0.0193, -0.0139], [0.0135, 0.0309, 0.0007], [0.0082, -0.0276, 0.0002], [-0.0153, 0.0220, -0.0030], [-0.0100, 0.0162, 0.0013], [0.0106, -0.0054, -0.0047], [0.0285, 0.0043, -0.0059], [-0.2039, 0.2740, 0.1129], [0.0333, -0.0021, -0.0617], [-0.0955, -0.0203, -0.0035], [0.0051, -0.0098, -0.0038], [0.0068, -0.0387, 0.0273], [-0.0131, -0.0265, 0.0023], [-0.0006, 0.0063, -0.0315], [0.0320, -0.0203, -0.0109], [0.0038, -0.0455, -0.0419], [0.0057, 0.0262, 0.0233], [0.0113, -0.0040, -0.0065], [-0.0263, 0.0032, 0.0073], [0.0185, -0.0047, -0.0673], [0.0073, -0.0089, 0.0233], [-0.0104, -0.0103, 0.0068], [-0.0136, -0.0335, 0.0040], [-0.0085, -0.0201, 0.0145], [-0.0185, 0.0016, 0.0203], [0.0038, -0.0013, 0.0021], [0.0015, 0.0018, -0.0019], [0.0046, -0.0005, 0.0020], [-0.0131, 0.0102, -0.0006], [-0.0029, -0.0167, -0.0268], [-0.0016, 0.0009, -0.0009], [-0.0029, 0.0012, -0.0015], [0.0002, 0.0030, 0.0010], [-0.0116, 0.0066, 0.0034], [0.0121, -0.0084, 0.0209], [-0.0023, -0.0040, -0.0029], [0.0012, -0.0020, 0.0044], [0.0012, 0.0023, 0.0004], [0.0029, -0.0027, 0.0010], [-0.0004, -0.0073, 0.0013], [0.0028, 0.0007, 0.0051], [-0.0012, 0.0045, -0.0023], [0.0311, 0.0184, -0.0026], [-0.0171, -0.0386, 0.0369], [0.0064, 0.0041, 0.0090], [0.0002, -0.0024, -0.0048], [0.0010, -0.0004, 0.0014], [0.0009, -0.0008, -0.0049], [-0.0055, 0.0121, 0.0083], [-0.0482, -0.0591, -0.1288], [0.0301, 0.0679, 0.2375], [-0.0440, 0.1016, -0.0718], [0.0027, -0.0213, 0.0847], [0.0586, 0.0330, 0.0339], [0.0334, 0.0358, 0.0004], [-0.0496, -0.0031, -0.0161], [0.0510, 0.0021, 0.0307], [-0.0093, -0.0026, 0.0020], [0.0341, -0.0225, -0.0993], [-0.2977, 0.0293, -0.0462], [0.0540, 0.0766, -0.0108], [0.0623, -0.0694, 0.0339], [-0.0271, 0.0710, -0.0417], [-0.0116, -0.0105, 0.0065], [-0.0181, 0.0033, 0.0010], [0.0028, -0.0055, 0.0125], [0.0071, 0.0035, 0.0010], [-0.0592, 0.0379, 0.0177], [0.1776, -0.0725, 0.1106], [0.0310, -0.1523, -0.0908]],
  "spin_multiplicity": 5,
  "e_above_lowest_kj_mol": 33.6,
  "homo_lumo_gap_ev": [7.0, 6.3]
}